(1)
# C6H9N2O2

A 2-piece molecular cluster, C6H9N2O2 overall at a distorted geometry (the ωB97M-V functional and the def2-TZVPD basis, the OMol25 dataset).

For the energy, the calculation gives -13440.3827 eV. As for the multiplicity: 2. The relative energy (zero: lowest compared OMol25 entry of this formula, charge and spin) is 139.2 kJ/mol. As for the molecular weight: 141.150 g/mol. For the LUMO energy (spin up / spin down), the calculation gives -0.015 / -0.156 Eh. Its expectation value of S² is 0.76. The calculation puts the HOMO-LUMO gap (spin up / spin down) at 7.48 / 3.66 eV. For the largest force on an atom, the calculation gives 3.41 eV Å⁻¹.

Each line ends with the Löwdin spin population.
Geometry (Å):
C (-1.82383, -1.05628, 3.17343)  0.04
C (1.29310, -1.21432, 1.48618)  0.29
C (-0.50385, -0.02209, 1.22419)  0.32
C (-0.73272, -0.99347, 2.18665)  0.24
N (0.78095, -0.12236, 0.81236)  0.05
N (0.38444, -1.70191, 2.36321)  0.01
H (0.82446, -0.01671, -0.26100)  0.00
H (2.30274, -1.53313, 1.47350)  0.01
H (-1.11592, 0.62319, 0.60695)  0.01
H (-1.79799, -1.86175, 3.90308)  0.00
H (-2.75008, -1.17467, 2.60819)  0.01
H (-1.91648, -0.07147, 3.68631)  0.02
C (0.75361, 1.42714, -3.97950)  0.00
C (0.56355, 1.14940, -2.49607)  0.00
O (0.95687, 0.04208, -2.04251)  0.00
O (0.00658, 2.02880, -1.80316)  0.00
H (1.83833, 1.34636, -4.03947)  0.00
H (0.57526, 2.47917, -4.20467)  0.00
H (0.36096, 0.67202, -4.69769)  0.00

(2)
# C6H9N2O3

An isolated ion of composition C6H9N2O3 and charge -1 at a distorted geometry (the ωB97M-V functional and the def2-TZVPD basis, the OMol25 dataset).

For the energy, the calculation gives -15491.5157 eV. The relative energy (zero: lowest compared OMol25 entry of this formula, charge and spin) is 2.9 kJ/mol. As for the molecular weight: 157.149 g/mol. For the LUMO energy, the calculation gives 0.140 Eh. Its total charge is -1. The calculation puts the HOMO-LUMO gap at 8.79 eV. For the largest force on an atom, the calculation gives 3.82 eV Å⁻¹. The SMILES is CC(C)(N)[C@@](O)(C#N)C(=O)[O-].

Each line ends with the Löwdin charge.
Geometry (Å):
C (-2.03931, 1.61905, -0.16830)  -0.19
C (-2.83075, -0.81877, -0.22270)  -0.63
C (0.78705, 0.82476, 0.93250)  -0.02
C (0.16953, 0.27324, -1.36352)  -0.07
C (-1.65853, 0.39007, 0.35474)  -0.38
C (-0.15994, 0.01120, 0.08182)  -0.60
N (-2.39796, 2.66687, -0.48304)  0.16
N (0.06736, -1.40103, 0.27665)  0.08
O (-3.49659, -1.18378, 0.72104)  0.01
O (-2.77597, -1.07818, -1.41449)  0.00
O (-1.71034, 0.33337, 1.76135)  -0.02
H (0.25241, 1.25069, 1.77023)  0.09
H (1.48019, 1.37609, 0.44324)  0.04
H (1.26389, 0.05697, 1.41699)  0.05
H (-0.78101, -0.09005, -1.89086)  0.10
H (1.03020, -0.44127, -1.62256)  0.10
H (0.55710, 1.32044, -1.56474)  0.10
H (-0.17875, -1.80428, -0.65289)  0.09
H (-0.61218, -1.67689, 0.92056)  0.05
H (-2.43602, -0.26819, 1.84724)  0.04

(3)
# C6H9N3

C6H9N3 in the gas phase at a distorted geometry (the ωB97M-V functional and the def2-TZVPD basis, the OMol25 dataset).

For the energy, the calculation gives -10830.0515 eV. The relative energy (zero: lowest compared OMol25 entry of this formula, charge and spin) is 730.9 kJ/mol. As for the molecular weight: 123.159 g/mol. For the LUMO energy, the calculation gives 0.007 Eh. The calculation puts the HOMO-LUMO gap at 8.51 eV. For the largest force on an atom, the calculation gives 5.45 eV Å⁻¹. The SMILES is [H]/N=C1/C=C[C@@H]2N[C@H]2CN1.

Each line ends with the Löwdin charge.
Geometry (Å):
C (1.49378, 0.28479, -0.14056)  -0.44
C (-0.37853, -1.56480, 0.19069)  -0.20
C (-1.40860, -0.44978, 0.57927)  -0.18
C (-1.22920, 0.78424, -0.32831)  -0.37
C (-0.38300, 1.92583, 0.19726)  -0.03
C (1.02580, 1.63434, 0.09770)  -0.06
H (3.02639, -0.81583, -0.21573)  0.01
H (1.68836, -1.83353, -0.12132)  0.15
H (-0.09403, -2.19120, 1.04862)  0.09
H (-0.63998, -2.32676, -0.87172)  0.18
H (-1.74063, -0.16065, 1.81895)  0.20
H (-3.00787, -0.55634, -1.14141)  0.14
H (-0.63766, 0.37365, -1.35616)  0.18
H (-0.57822, 3.01499, 0.58268)  0.13
H (1.83874, 2.47911, 0.25365)  0.15
N (2.78039, 0.13587, -0.17715)  0.08
N (0.98657, -1.03055, -0.05385)  -0.05
N (-2.74230, 0.29661, -0.36261)  0.02

(4)
# C6H9N3

C6H9N3 in the gas phase at a distorted geometry (the ωB97M-V functional and the def2-TZVPD basis, the OMol25 dataset).

For the energy, the calculation gives -10834.2136 eV. The relative energy (zero: lowest compared OMol25 entry of this formula, charge and spin) is 329.3 kJ/mol. As for the molecular weight: 123.159 g/mol. For the LUMO energy, the calculation gives 0.006 Eh. The calculation puts the HOMO-LUMO gap at 9.28 eV. For the largest force on an atom, the calculation gives 7.14 eV Å⁻¹. The SMILES is [H]/N=C1C=C/C(=N\[H])N/1CC.

Each line ends with the Löwdin charge.
Geometry (Å):
C (2.34005, -0.36128, 0.89595)  -0.07
C (1.74862, -0.10215, -0.59620)  -0.18
C (-0.74256, -1.10479, -0.26395)  -0.47
C (-1.95985, -0.40793, 0.39601)  -0.01
C (-1.83880, 0.93305, 0.12124)  -0.03
C (-0.39755, 1.22303, -0.23855)  -0.35
H (1.92196, 0.40012, 1.53651)  0.04
H (3.54464, -0.48206, 0.65187)  0.13
H (1.88389, -1.48218, 0.99398)  0.10
H (1.97370, 0.79814, -1.18671)  0.10
H (1.98046, -0.93071, -1.12570)  0.04
H (0.32980, -2.45863, -0.57676)  0.14
H (-2.96791, -0.76972, 0.65215)  0.11
H (-2.66970, 1.67947, 0.55291)  0.14
H (0.03272, 3.08428, 0.52153)  0.06
N (0.17488, -0.07533, -0.63688)  -0.01
N (-0.67398, -2.30433, 0.06553)  0.14
N (0.36637, 2.24848, 0.01323)  0.12

(5)
# C6H9N3O

C6H9N3O in the gas phase at a distorted geometry (the ωB97M-V functional and the def2-TZVPD basis, the OMol25 dataset).

For the energy, the calculation gives -12881.5319 eV. The relative energy (zero: lowest compared OMol25 entry of this formula, charge and spin) is 425.7 kJ/mol. As for the molecular weight: 139.158 g/mol. For the LUMO energy, the calculation gives -0.016 Eh. The calculation puts the HOMO-LUMO gap at 10.01 eV. For the largest force on an atom, the calculation gives 4.80 eV Å⁻¹. The SMILES is CC[C@](C)(O)C1(C#N)N=N1.

Each line ends with the Löwdin charge.
Geometry (Å):
C (0.70452, -0.75231, -2.12969)  -0.17
C (-0.07439, 0.32188, -1.58990)  -0.36
C (-0.28819, -1.90177, 1.02171)  -0.10
C (0.58386, 1.94563, 0.46249)  0.01
C (0.41657, -0.59625, 0.89559)  -0.26
C (-0.16097, 0.56398, 0.24669)  -0.50
N (1.42480, -1.63962, -2.34200)  0.17
N (-1.30724, 0.84534, -2.16304)  0.16
N (-0.29729, 1.60215, -2.24902)  0.16
O (-1.47726, 0.78600, 0.53882)  0.00
H (0.20147, -2.64703, 1.65616)  0.08
H (-0.71105, -2.24939, 0.07971)  0.07
H (-1.27151, -1.72929, 1.69187)  0.12
H (0.32318, 2.28631, 1.47050)  0.09
H (1.67889, 1.67622, 0.54533)  0.11
H (0.21023, 2.55606, -0.32956)  0.05
H (1.29738, -0.85546, 0.23003)  0.12
H (0.71793, -0.29082, 1.90517)  0.13
H (-1.97091, 0.07836, 0.05913)  0.12

(6)
# C6H9N3O

C6H9N3O as an isolated structure at a distorted geometry (the ωB97M-V functional and the def2-TZVPD basis, the OMol25 dataset).

For the energy, the calculation gives -12882.9820 eV. The relative energy (zero: lowest compared OMol25 entry of this formula, charge and spin) is 285.8 kJ/mol. As for the molecular weight: 139.158 g/mol. For the LUMO energy, the calculation gives 0.015 Eh. The calculation puts the HOMO-LUMO gap at 8.64 eV. For the largest force on an atom, the calculation gives 5.23 eV Å⁻¹.

Each line ends with the Löwdin charge.
Geometry (Å):
C (0.45946, -3.17946, -0.94200)  -0.01
C (-0.24581, -1.89029, -0.57727)  -0.48
C (0.17468, 0.42302, -0.08619)  -0.38
C (-0.40934, 2.34748, -0.82990)  -0.22
C (-0.16704, 2.58418, 0.50720)  -0.06
C (0.65644, 0.89731, 2.26999)  -0.06
H (-0.04228, -3.73696, -1.87465)  0.14
H (0.37458, -3.74220, 0.14849)  0.15
H (1.44722, -3.02496, -0.94914)  0.00
H (0.85946, -1.28974, 0.93348)  0.15
H (-0.81211, 3.19334, -1.61335)  0.15
H (-0.18994, 3.38830, 1.38892)  0.15
H (1.87818, 0.29534, 2.18576)  0.17
H (0.77434, 1.89428, 2.75929)  0.08
H (0.04700, 0.15721, 2.84746)  0.08
N (0.63590, -0.88531, -0.02871)  0.12
N (-0.25838, 1.06595, -1.18915)  0.10
N (0.28292, 1.28888, 0.93354)  -0.14
O (-1.47124, -1.81434, -0.73587)  0.06

(7)
# C6H9N3O

A 2-piece molecular cluster, C6H9N3O overall at a distorted geometry (the ωB97M-V functional and the def2-TZVPD basis, the OMol25 dataset).

For the energy, the calculation gives -12883.2095 eV. The relative energy (zero: lowest compared OMol25 entry of this formula, charge and spin) is 263.9 kJ/mol. As for the molecular weight: 139.158 g/mol. For the LUMO energy, the calculation gives 0.023 Eh. The calculation puts the HOMO-LUMO gap at 9.97 eV. For the largest force on an atom, the calculation gives 5.25 eV Å⁻¹. The SMILES is O=Cn1ccnc1.C=NC.

Each line ends with the Löwdin charge.
Geometry (Å):
C (0.20060, 0.55405, -2.41572)  -0.12
C (1.14169, -0.11220, -1.74012)  -0.09
C (-0.79449, -0.94716, -1.30839)  -0.20
C (-1.58047, 0.06458, 1.78881)  -0.10
C (0.25593, 1.73748, 1.74585)  -0.13
C (1.08339, -2.00203, -0.24843)  -0.33
N (-1.08619, 0.09511, -2.02701)  0.09
N (0.50544, -1.12071, -1.06221)  -0.05
N (-0.37728, 0.40588, 2.07545)  -0.08
O (0.60581, -2.68320, 0.58111)  0.11
H (0.26789, 1.52306, -2.88397)  0.10
H (2.22810, -0.12229, -1.89251)  0.13
H (-1.58932, -1.69051, -0.89639)  0.17
H (-1.88074, -0.88576, 2.23735)  0.06
H (0.18219, 2.45944, 2.67400)  0.11
H (1.26045, 1.75889, 1.38848)  0.04
H (-0.25670, 2.19561, 0.95296)  0.03
H (-2.43439, 0.72104, 1.38642)  0.10
H (2.26807, -1.95127, -0.35566)  0.17

(8)
# C6H9N3O2

C6H9N3O2 in the gas phase at a distorted geometry (the ωB97M-V functional and the def2-TZVPD basis, the OMol25 dataset).

For the energy, the calculation gives -14928.2171 eV. The relative energy (zero: lowest compared OMol25 entry of this formula, charge and spin) is 576.3 kJ/mol. As for the molecular weight: 155.157 g/mol. For the LUMO energy, the calculation gives 0.006 Eh. The calculation puts the HOMO-LUMO gap at 8.90 eV. For the largest force on an atom, the calculation gives 6.14 eV Å⁻¹. The SMILES is CN[C@]1([N+](=O)[O-])CC=CC=N1.

Each line ends with the Löwdin charge.
Geometry (Å):
C (-2.38000, 0.14307, -0.20112)  -0.06
C (-1.91260, 0.03921, 1.06232)  -0.06
C (-1.58104, -0.33197, -1.32722)  -0.12
C (-0.55021, -0.46307, 1.40122)  -0.11
C (0.28283, -0.28973, 0.11383)  -0.38
C (2.44841, -0.36090, -0.94643)  -0.08
N (-0.32756, -0.56892, -1.18529)  0.11
N (1.61130, -0.67967, 0.19743)  0.00
N (0.23644, 1.49515, 0.17076)  -0.38
O (0.75068, 1.87445, 1.11990)  0.09
O (0.01549, 2.04908, -0.86880)  0.06
H (-3.32808, 0.54040, -0.44151)  0.09
H (-2.61702, 0.35401, 1.79198)  0.10
H (-2.00510, -0.74686, -2.24486)  0.12
H (-0.06688, 0.13907, 2.25695)  0.14
H (-0.48829, -1.44750, 1.95969)  0.14
H (2.87175, -1.17585, -1.43238)  0.06
H (1.75121, 0.12664, -1.67551)  0.10
H (3.25754, 0.24426, -0.85352)  0.05
H (2.03114, -0.94089, 1.10257)  0.15

(9)
# C6H9N3O3

C6H9N3O3 in the gas phase at a distorted geometry (the ωB97M-V functional and the def2-TZVPD basis, the OMol25 dataset).

For the energy, the calculation gives -16974.2493 eV. The relative energy (zero: lowest compared OMol25 entry of this formula, charge and spin) is 621.2 kJ/mol. As for the molecular weight: 171.156 g/mol. For the LUMO energy, the calculation gives 0.012 Eh. The calculation puts the HOMO-LUMO gap at 9.91 eV. For the largest force on an atom, the calculation gives 6.44 eV Å⁻¹. The SMILES is CCC1=[N+]([O-])OC(C)=NNC1=O.

Each line ends with the Löwdin charge.
Geometry (Å):
C (0.94041, 1.77570, -1.31874)  -0.34
C (-0.82296, 2.24932, 0.72251)  -0.38
C (-0.09234, 0.87737, 0.96930)  -0.06
C (1.83298, 1.55059, -2.69938)  0.04
C (-0.48659, -1.56084, 1.88330)  -0.09
C (-0.44806, -0.05579, 2.13966)  -0.18
N (-0.23199, 2.18622, -1.40941)  0.09
N (-0.85514, 2.79607, -0.45473)  0.07
N (1.12500, 0.65261, 0.71003)  -0.18
O (1.70900, 1.80828, -0.19045)  0.05
O (-1.57502, 2.59492, 1.65827)  0.04
O (1.85701, -0.22723, 1.05633)  0.09
H (1.08509, 1.51305, -3.44156)  0.04
H (2.48648, 0.72292, -2.69249)  0.05
H (2.44124, 2.45628, -2.85143)  0.08
H (0.40550, -2.05951, 1.51320)  0.05
H (-1.41775, -1.74524, 1.20812)  0.11
H (-0.76311, -2.09293, 2.89284)  0.11
H (0.21823, 0.40543, 2.93857)  0.16
H (-1.38975, 0.09581, 2.46221)  0.06
H (-1.56965, 3.51438, -0.37121)  0.19

(10)
# C6H9N3O3S

C6H9N3O3S as an isolated structure at a distorted geometry (the ωB97M-V functional and the def2-TZVPD basis, the OMol25 dataset).

For the energy, the calculation gives -27811.2408 eV. As for the multiplicity: 3. The relative energy (zero: lowest compared OMol25 entry of this formula, charge and spin) is 0.0 kJ/mol. As for the molecular weight: 203.223 g/mol. For the LUMO energy (spin up / spin down), the calculation gives 0.023 / -0.103 Eh. Its expectation value of S² is 2.01. The calculation puts the HOMO-LUMO gap (spin up / spin down) at 6.27 / 6.64 eV. For the largest force on an atom, the calculation gives 4.46 eV Å⁻¹.

Each line ends with the Löwdin spin population.
Geometry (Å):
C (-0.47397, -0.09397, 0.50367)  0.27
C (-0.76020, -1.51020, 0.31780)  0.10
C (-0.67370, 0.78080, -1.93886)  0.24
C (-0.92736, 1.92559, 1.34465)  0.07
C (0.50636, 0.62363, -0.28870)  0.16
C (2.72395, -0.01395, 0.26203)  0.02
N (-1.18977, 0.53441, 1.38076)  0.48
N (-1.14132, -2.18259, 1.44351)  0.04
N (-0.65728, -0.34184, -2.63977)  0.05
O (-0.56462, -2.12294, -0.74235)  0.08
O (-1.07105, 1.91202, -2.16791)  0.20
O (1.66274, -0.00227, -0.60694)  0.05
S (0.59126, 2.28896, 0.22474)  0.17
H (-1.71889, 2.35883, 0.74315)  0.03
H (-0.82172, 2.33924, 2.28786)  0.01
H (2.97783, 1.04230, 0.61818)  0.00
H (3.58546, -0.48266, -0.23645)  0.00
H (2.69313, -0.59329, 1.32101)  0.00
H (-1.29320, -1.68333, 2.29672)  0.00
H (-1.48675, -3.13611, 1.23203)  0.00
H (-0.63126, -1.25044, -2.00461)  0.00
H (-1.32962, -0.39218, -3.35052)  0.01

Q: What is the formula in the tenth record?
A: C6H9N3O3S

Copy entry 6 word for word.
# C6H9N3O

C6H9N3O as an isolated structure at a distorted geometry (the ωB97M-V functional and the def2-TZVPD basis, the OMol25 dataset).

For the energy, the calculation gives -12882.9820 eV. The relative energy (zero: lowest compared OMol25 entry of this formula, charge and spin) is 285.8 kJ/mol. As for the molecular weight: 139.158 g/mol. For the LUMO energy, the calculation gives 0.015 Eh. The calculation puts the HOMO-LUMO gap at 8.64 eV. For the largest force on an atom, the calculation gives 5.23 eV Å⁻¹.

Each line ends with the Löwdin charge.
Geometry (Å):
C (0.45946, -3.17946, -0.94200)  -0.01
C (-0.24581, -1.89029, -0.57727)  -0.48
C (0.17468, 0.42302, -0.08619)  -0.38
C (-0.40934, 2.34748, -0.82990)  -0.22
C (-0.16704, 2.58418, 0.50720)  -0.06
C (0.65644, 0.89731, 2.26999)  -0.06
H (-0.04228, -3.73696, -1.87465)  0.14
H (0.37458, -3.74220, 0.14849)  0.15
H (1.44722, -3.02496, -0.94914)  0.00
H (0.85946, -1.28974, 0.93348)  0.15
H (-0.81211, 3.19334, -1.61335)  0.15
H (-0.18994, 3.38830, 1.38892)  0.15
H (1.87818, 0.29534, 2.18576)  0.17
H (0.77434, 1.89428, 2.75929)  0.08
H (0.04700, 0.15721, 2.84746)  0.08
N (0.63590, -0.88531, -0.02871)  0.12
N (-0.25838, 1.06595, -1.18915)  0.10
N (0.28292, 1.28888, 0.93354)  -0.14
O (-1.47124, -1.81434, -0.73587)  0.06

Q: Among the records above, which one has the lowest relative energy (zero: lowest compared OMol25 entry of this formula, charge and spin)?
A: C6H9N3O3S

Q: Number 3 is which compound?
A: C6H9N3